C4H6O2 | ωB97M-V/def2-TZVPD

Geometry (Å):
C -1.480 -0.480 0.282
C 0.624 0.780 0.293
O 0.814 0.989 -2.130
H -0.115 -1.116 -2.164
C -0.298 -0.114 1.137
H 1.669 0.705 0.616
H 0.345 1.836 0.326
H 0.271 -0.936 1.595
H -0.739 0.476 1.956
H -1.723 -1.544 0.475
O 0.089 -0.943 -1.231
C 0.544 0.348 -1.152

The calculation puts the LUMO energy at 0.195 eV. The energy relative to the best compared isomer or geometry (same formula, charge and spin) is 369.25 kJ/mol. The orbital gap is 8.9 eV.

C17H32MnN2S6Si4Te | ωB97M-V/def2-TZVPD

Geometry (Å):
H 2.962 -4.458 2.359
H -2.687 -4.619 2.574
H 1.145 -8.211 3.342
H 0.521 -5.442 4.708
S 3.406 3.045 0.295
H -3.797 -7.175 0.440
C -2.709 -7.093 0.509
H 3.413 -6.056 1.771
Si 0.984 -5.948 2.322
Si -2.183 -5.299 0.237
C 0.041 -5.190 3.759
C -3.826 -0.635 -0.271
C 0.790 -7.824 2.384
H -0.251 -8.126 2.266
H 0.010 -4.103 3.668
H -0.986 -5.553 3.795
N -4.051 -1.365 -1.364
S -0.707 1.839 0.653
C -5.430 -2.023 -3.222
S -2.333 -0.907 0.594
H 0.722 -8.458 -0.917
H 3.394 -5.136 -1.091
H 3.509 -6.422 -2.300
C 1.979 2.041 0.371
H 0.993 -4.041 -2.968
C 2.805 -5.527 2.506
H -4.050 -4.294 1.496
C -5.209 -1.192 -1.994
H -4.642 -1.824 -3.947
H 3.164 -5.795 3.502
H 3.318 -6.827 -0.591
H -6.502 1.145 0.040
C 2.620 4.571 0.477
H -7.097 -0.137 -2.032
N -4.669 0.260 0.250
C -2.804 -4.733 -1.440
H -2.414 -3.743 -1.676
C 0.813 2.679 0.536
H -2.274 -7.766 -0.230
H -3.895 -4.668 -1.438
H -0.555 -7.854 -1.974
C -6.153 -0.287 -1.528
S 2.091 0.306 0.238
H 1.004 -8.319 -2.654
S 0.910 4.422 0.642
C 3.022 -6.122 -1.369
Si 1.154 -6.082 -1.579
H -2.412 -7.445 1.498
C -2.961 -4.262 1.581
H -2.504 -5.424 -2.230
H 1.293 -5.464 -3.978
C 0.521 -7.845 -1.796
Si 0.160 -5.106 0.300
Te 1.020 -2.739 0.163
S 3.420 6.015 0.490
H -6.398 -1.818 -3.677
H -5.372 -3.080 -2.967
C -5.818 0.417 -0.386
H 1.371 -8.306 1.596
H -2.651 -3.224 1.493
C 0.736 -5.090 -3.116
Mn -0.109 -0.404 0.425
H -0.328 -5.142 -3.346

Its expectation value of S² is 6.23. The calculation puts the LUMO energy (alpha / beta) at 0.688 / 2.272 eV. As for the spin multiplicity: 5. The charge is -1. The orbital gap (alpha / beta) is 5.2 / 7.0 eV.

C25H29NO6 | ωB97M-V/def2-TZVPD

Geometry (Å):
H -3.486 -1.352 -0.820
H -4.544 0.816 -2.389
H 4.244 0.261 -0.522
H -0.803 -0.358 2.880
C -6.958 -0.978 0.790
O -0.871 1.405 0.255
C -2.146 0.998 -1.757
H -7.936 -0.871 1.235
C 3.641 -0.622 -0.662
H -0.240 -2.840 1.171
H -1.623 -0.767 1.353
C -0.687 -0.880 1.917
C 0.310 0.805 -1.738
N -3.184 1.295 -0.947
C -4.559 1.068 -1.323
H 2.403 1.204 0.903
H 5.072 5.033 0.413
C 4.191 -1.871 -0.534
C 2.282 -0.542 -0.983
O 5.482 -2.217 -0.227
C 0.289 1.066 0.982
C 2.103 -2.964 -1.046
C -0.817 1.078 -1.084
H 1.522 -3.858 -1.197
H 0.240 0.544 -2.782
H 0.155 1.598 1.944
H -1.187 -2.826 2.672
H 3.418 3.119 -0.995
C 1.571 1.530 0.277
C -5.165 -0.061 -0.527
H -6.664 -2.964 1.534
H 5.827 -3.990 0.764
C 3.435 -3.029 -0.720
H 6.238 -3.978 -0.985
H -4.432 -3.200 0.505
H 3.452 4.161 1.879
C 1.661 0.836 -1.099
C 5.515 -3.627 -0.229
H 0.547 -2.454 2.699
H -2.980 1.500 0.019
C -6.245 -2.152 0.957
H -6.977 0.981 -0.070
C -4.458 -1.246 -0.360
C -6.418 0.064 0.056
H 0.876 3.340 -0.647
H 2.322 1.433 -1.738
O 0.390 -0.303 1.197
C 2.949 3.648 -0.163
H 2.820 4.691 -0.469
C -0.374 -2.350 2.131
C -4.992 -2.284 0.381
O -2.266 0.682 -2.926
O 5.171 4.128 0.729
H 4.081 2.583 1.357
C 3.899 3.611 1.037
O 4.233 -4.129 -0.534
H 1.207 3.496 1.077
H 0.495 -1.614 -1.425
C 1.573 3.058 0.145
H -5.139 1.986 -1.184
C 1.541 -1.696 -1.174

The SMILES is CCO[C@@H]1OC(C(=O)NCc2ccccc2)=C[C@H](c2ccc3c(c2)OCO3)[C@H]1CCCO. The calculation puts the LUMO energy at 0.667 eV. The energy relative to the best compared isomer or geometry (same formula, charge and spin) is 314.36 kJ/mol. The orbital gap is 8.6 eV.

C5H13N4 | ωB97M-V/def2-TZVPD

Geometry (Å):
H -2.046 -1.555 -0.947
C -0.558 1.349 0.475
H 1.524 2.177 0.894
H -0.015 -0.393 2.019
H -1.129 -1.499 1.718
H -2.693 0.120 -0.842
N -0.315 -1.076 1.297
C -2.152 -0.684 -0.344
H 3.238 -0.448 -0.962
H -1.156 2.053 -0.080
C 1.536 0.524 -0.320
H -2.924 -0.952 0.491
N 2.832 0.397 -0.415
H 0.846 -2.418 -0.926
H 0.426 -1.687 -2.212
N 0.638 -0.390 -0.738
N 1.027 -1.560 -1.420
C -0.780 -0.208 0.175
C 0.893 1.694 0.214
H 0.870 2.429 -0.656
H 3.322 1.196 -0.168
H -0.904 1.502 1.523

The SMILES is C[C@]1(N)CCC(=[NH2+])N1N. The calculation puts the LUMO energy at -2.808 eV. The charge is +1. The energy relative to the best compared isomer or geometry (same formula, charge and spin) is 118.87 kJ/mol. The orbital gap is 11.0 eV.

C27H22F5N4OPdS2Sb | ωB97M-V/def2-TZVPD

Geometry (Å):
C -0.632 6.333 1.293
C -4.669 0.935 1.196
C -2.368 0.990 1.956
H -2.665 3.693 1.698
S 2.714 -1.033 1.267
C -2.768 0.376 3.140
N -0.156 -5.595 -1.477
C 4.076 -4.680 -2.401
C 3.880 -3.363 -2.113
C 4.826 2.038 0.142
C -1.744 4.247 1.566
F -1.294 -2.094 1.406
C 0.638 4.331 1.373
F 0.301 -3.475 1.983
C -5.018 0.328 2.387
C -0.366 0.709 -3.187
H 5.430 2.567 0.873
C 0.270 1.825 -2.691
H -2.750 6.161 1.497
C -1.808 5.629 1.456
H -2.241 -5.963 -1.078
S 3.087 0.215 -1.404
C 3.367 0.168 0.227
H 4.121 2.714 -0.342
C 2.008 -4.338 -1.747
F -6.311 0.002 2.594
H 0.766 2.510 -3.364
H -2.033 0.143 3.904
C -1.014 -0.194 -2.370
H 1.605 3.837 1.365
O 4.126 1.040 0.888
C -4.095 0.039 3.371
H 4.936 -5.226 -2.746
C -0.526 3.576 1.512
H 5.451 1.577 -0.621
C -1.404 -3.915 -0.860
H 0.154 -6.520 -1.714
H -1.581 -0.641 -0.362
C 0.598 -4.475 -1.427
F -0.371 0.496 -4.521
C 0.074 -2.184 1.571
H -1.524 -1.042 -2.809
N -0.131 -3.438 -1.063
C 0.600 5.712 1.250
H -2.201 -3.269 -0.537
Sb -0.294 1.448 1.680
C -3.336 1.261 0.991
H 0.335 -1.519 2.395
N 2.592 -3.166 -1.703
C -1.442 -5.246 -1.117
Pd 1.038 -1.861 -0.119
F -0.688 7.676 1.181
C -0.352 1.127 -0.456
H 1.497 6.305 1.135
H -3.052 1.727 0.054
H -4.414 -0.441 4.285
C -1.012 0.026 -0.997
N 2.869 -5.302 -2.166
H 4.580 -2.546 -2.163
H 0.786 2.888 -0.923
H 2.686 -6.281 -2.295
H -5.428 1.141 0.453
C 0.277 2.017 -1.316

The calculation puts the LUMO energy at -0.095 eV. The energy relative to the best compared isomer or geometry (same formula, charge and spin) is 16.50 kJ/mol. The orbital gap is 7.5 eV.

C3H8OS2 | ωB97M-V/def2-TZVPD

Geometry (Å):
C 0.540 -0.185 0.548
C -0.391 0.605 1.409
C -2.014 -0.793 -0.203
S -0.335 -0.933 -0.866
H 1.257 0.505 0.063
H 0.049 1.008 2.342
H -0.777 1.460 0.822
O 2.492 0.178 -2.176
H 1.124 -0.923 1.130
H 2.904 1.070 -2.150
H -2.498 0.058 -0.720
H 2.090 0.064 -1.285
S -1.893 -0.398 1.582
H -2.550 -1.715 -0.498

The SMILES is C1CSCS1.O. The calculation puts the LUMO energy at 0.626 eV. The energy relative to the best compared isomer or geometry (same formula, charge and spin) is 42.98 kJ/mol. The orbital gap is 9.5 eV.

| no. | DFT total energy (Ha) |
| --- | --- |
| 1 | -306.365655 |
| 2 | -5742.861734 |
| 3 | -1476.231895 |
| 4 | -417.063639 |
| 5 | -3000.164047 |
| 6 | -990.694232 |